Entry 1:
{"formula": "CH6F7K2N2O14S5", "method": "ωB97M-V/def2-TZVPD", "symbols": ["K", "K", "N", "S", "O", "O", "F", "S", "O", "O", "F", "N", "S", "O", "O", "F", "S", "O", "O", "F", "C", "F", "F", "F", "S", "O", "O", "O", "O", "H", "H", "O", "H", "H", "O", "H", "H"], "positions_angstrom": [[-22.224, -13.067, 8.204], [-21.972, -14.657, 2.248], [-25.140, -19.196, 1.041], [-24.616, -18.266, 2.216], [-25.193, -18.408, 3.497], [-24.260, -16.953, 1.785], [-23.165, -18.936, 2.372], [-26.641, -19.563, 1.374], [-27.510, -18.429, 1.415], [-26.755, -20.626, 2.307], [-27.088, -20.278, 0.013], [-26.219, -17.318, 9.199], [-27.349, -17.558, 10.369], [-27.857, -16.337, 10.883], [-27.166, -18.659, 11.219], [-28.516, -17.993, 9.391], [-24.912, -17.035, 10.073], [-24.412, -18.081, 10.891], [-24.735, -15.685, 10.536], [-23.857, -17.119, 8.842], [-21.719, -17.187, 5.887], [-22.641, -18.129, 5.962], [-21.086, -17.195, 7.048], [-20.854, -17.457, 4.890], [-22.554, -15.593, 5.515], [-23.388, -15.756, 4.353], [-23.275, -15.251, 6.716], [-21.433, -14.677, 5.183], [-19.835, -14.062, 7.246], [-19.079, -14.590, 7.514], [-20.090, -14.382, 6.361], [-26.335, -15.341, 7.293], [-26.485, -16.001, 7.993], [-25.384, -15.242, 7.371], [-19.235, -19.276, 6.248], [-20.041, -19.166, 5.739], [-18.667, -18.558, 5.957]], "homo_ev": -6.61, "total_charge": -1}

Entry 2:
{"formula": "CH6FN4O", "method": "ωB97M-V/def2-TZVPD", "symbols": ["C", "N", "N", "N", "N", "O", "F", "H", "H", "H", "H", "H", "H"], "positions_angstrom": [[-0.241, 0.134, -0.028], [2.697, 0.814, 0.515], [-1.224, -0.535, 0.419], [2.271, -0.420, 0.371], [-2.491, -0.436, -0.158], [-0.313, 0.647, -1.204], [2.183, -0.946, -0.839], [2.698, 1.188, 1.439], [2.682, 1.594, -0.164], [-0.966, -1.243, 1.244], [-3.130, 0.206, 0.278], [-3.034, -1.306, -0.237], [-1.133, 0.303, -1.636]], "homo_ev": [-13.49, -12.94], "de_lowest_kj_mol": 360.3, "total_charge": 1}

Entry 3:
{"formula": "CH6IN3", "method": "ωB97M-V/def2-TZVPD", "symbols": ["H", "N", "N", "C", "H", "H", "H", "N", "I", "H", "H"], "positions_angstrom": [[-1.680, -1.388, 0.670], [-1.523, -0.614, -0.047], [-1.047, 0.384, 0.592], [-0.960, 1.552, -0.271], [-0.467, 2.289, 0.215], [-0.335, 1.454, -1.199], [-1.903, 1.664, -0.703], [2.060, -1.537, -0.279], [2.382, -1.784, 1.819], [2.390, -0.508, -0.417], [1.083, -1.511, -0.380]], "smiles": "[H]/N=N/C.NI", "homo_ev": -9.21, "de_lowest_kj_mol": 6.8, "total_charge": 0}

Entry 4:
{"formula": "CH6N", "method": "ωB97M-V/def2-TZVPD", "symbols": ["C", "N", "H", "H", "H", "H", "H", "H"], "positions_angstrom": [[-0.184, 0.447, -0.469], [0.210, -0.509, 0.646], [-0.828, 1.138, -0.093], [0.652, 0.953, -0.987], [-0.626, -0.036, -1.444], [0.737, 0.090, 1.278], [0.757, -1.184, 0.190], [-0.718, -0.899, 0.879]], "smiles": "C[NH3+]", "homo_ev": -18.82, "de_lowest_kj_mol": 71.2, "total_charge": 1}

Entry 5:
{"formula": "CH6N2", "method": "ωB97M-V/def2-TZVPD", "symbols": ["C", "N", "N", "H", "H", "H", "H", "H", "H"], "positions_angstrom": [[0.123, -0.503, -1.788], [-0.147, 0.599, 2.253], [0.335, 0.015, 1.339], [-0.523, -0.296, -0.993], [-0.150, -1.476, -2.217], [1.133, -0.393, -1.442], [0.452, 0.920, 3.175], [-1.166, 0.890, 2.353], [-0.057, 0.244, -2.679]], "homo_ev": -8.32, "de_lowest_kj_mol": 279.8, "total_charge": 0}

Entry 6:
{"formula": "CH6N2", "method": "ωB97M-V/def2-TZVPD", "symbols": ["N", "H", "H", "H", "C", "N", "H", "H", "H"], "positions_angstrom": [[0.962, -2.039, -0.407], [1.649, -1.927, 0.335], [0.219, -1.449, -0.319], [1.325, -1.690, -1.241], [-1.131, 1.658, 0.193], [-0.007, 1.006, 0.192], [-1.176, 2.477, -0.659], [-1.924, 1.614, 0.872], [0.084, 0.350, 1.034]], "homo_ev": [-16.92, -14.89], "spin_multiplicity": 2, "de_lowest_kj_mol": 125.7, "total_charge": 1}

Entry 7:
{"formula": "CH6N2O", "method": "ωB97M-V/def2-TZVPD", "symbols": ["O", "H", "N", "C", "N", "H", "H", "H", "H", "H"], "positions_angstrom": [[-1.266, 0.916, 2.838], [-0.790, -0.006, 2.864], [0.176, -1.070, -0.359], [0.962, -0.320, -1.166], [0.325, 0.484, -2.007], [-0.849, -0.813, -0.406], [0.532, -1.987, -0.265], [1.985, -0.532, -0.945], [0.879, 1.290, -2.164], [-0.909, 0.743, 1.771]], "homo_ev": [0.83, -5.34], "spin_multiplicity": 2, "de_lowest_kj_mol": 160.1, "total_charge": -1}

Entry 8:
{"formula": "CH6N2O", "method": "ωB97M-V/def2-TZVPD", "symbols": ["C", "O", "H", "H", "N", "N", "H", "H", "H", "H"], "positions_angstrom": [[1.268, -0.739, -0.943], [1.642, -0.353, 0.184], [0.225, -1.061, -1.038], [1.988, -0.935, -1.829], [-1.543, 0.293, -0.255], [-0.938, 0.794, 0.979], [-2.046, -0.593, -0.174], [-2.175, 0.927, -0.644], [0.023, 0.721, 0.956], [-1.383, 0.596, 1.845]], "smiles": "C=O.NN", "homo_ev": -9.00, "de_lowest_kj_mol": 276.6, "total_charge": 0}

Entry 9:
{"formula": "CH6N2O", "method": "ωB97M-V/def2-TZVPD", "symbols": ["C", "N", "O", "N", "H", "H", "H", "H", "H", "H"], "positions_angstrom": [[-1.064, 0.056, 0.315], [0.100, -0.738, -0.332], [1.283, -0.703, 0.413], [2.053, 0.387, -0.008], [-0.686, 1.124, 0.539], [-1.596, 0.102, -0.638], [-1.512, -0.265, 1.235], [-0.086, -1.822, -0.373], [1.589, 1.244, 0.447], [1.745, 0.602, -0.968]], "smiles": "CNON", "homo_ev": -9.21, "de_lowest_kj_mol": 444.7, "total_charge": 0}

Entry 10:
{"formula": "CH6N2O", "method": "ωB97M-V/def2-TZVPD", "symbols": ["C", "N", "N", "O", "H", "H", "H", "H", "H", "H"], "positions_angstrom": [[-1.371, 0.279, -0.143], [1.996, -0.031, -0.220], [-0.425, -0.672, 0.529], [1.131, 0.265, 0.724], [-2.466, 0.000, 0.050], [-1.143, 1.266, 0.240], [-1.194, 0.222, -1.239], [1.720, 0.266, -1.152], [2.360, -1.062, -0.300], [-0.608, -0.533, 1.511]], "homo_ev": [-8.86, -8.86], "de_lowest_kj_mol": 483.6, "total_charge": 0}

Entry 11:
{"formula": "CH6N2O", "method": "ωB97M-V/def2-TZVPD", "symbols": ["H", "N", "C", "N", "H", "H", "H", "O", "H", "H"], "positions_angstrom": [[0.761, -2.757, 0.001], [0.318, -2.335, 0.831], [0.647, -1.112, 0.807], [1.694, -0.501, 0.114], [0.012, -0.338, 1.293], [1.799, 0.498, 0.140], [2.544, -0.986, 0.421], [-2.198, 2.483, -1.161], [-2.808, 3.070, -0.696], [-2.770, 1.979, -1.750]], "smiles": "[H]/N=C\\N.O", "homo_ev": -9.44, "de_lowest_kj_mol": 116.3, "total_charge": 0}

Entry 12:
{"formula": "CH6N2O", "method": "ωB97M-V/def2-TZVPD", "symbols": ["C", "N", "O", "N", "H", "H", "H", "H", "H", "H"], "positions_angstrom": [[-1.235, 0.445, -0.267], [0.105, 0.608, -0.802], [0.910, -0.504, -0.630], [1.224, -0.761, 0.760], [-1.245, 0.252, 0.810], [-1.710, -0.385, -0.788], [-1.783, 1.359, -0.477], [0.565, 1.417, -0.385], [2.238, -0.715, 0.832], [0.931, -1.717, 0.947]], "smiles": "CNON", "homo_ev": -9.29, "de_lowest_kj_mol": 363.9, "total_charge": 0}

Values of E, in order: -5094.63023; -435.32880; -503.55075; -96.16145; -151.09240; -150.77605; -226.34665; -226.36219; -226.29818; -226.28336; -226.42325; -226.32894, all in hartree.